ORCA calculation (wB97M-V/def2-TZVPD) on 2 unconnected molecules or ions with the total composition CHN4S2 at a distorted geometry.

Last column: natural (NBO) charge in e.
CARTESIAN COORDINATES (ANGSTROEM)
C1 0.959 -0.579 -0.397  0.0772
N1 1.416 0.708 -0.490  -0.3277
N2 0.328 1.444 -0.366  -0.0680
N3 -0.335 -0.674 -0.156  -0.2788
N4 -0.646 0.601 -0.186  -0.0915
S1 -1.126 -1.496 2.213  -0.1275
S2 -2.217 1.303 -0.081  -0.3572
H1 1.622 -1.307 -0.536  0.1735

- HOMO energy (spin up / spin down): -3.53 / -3.58 eV
- Net charge: -1
- Frontier orbital gap (spin up / spin down): 0.18462 / 0.18617 Eh

=====

ORCA calculation (wB97M-V/def2-TZVPD) on C3H8N2O in the gas phase at a distorted geometry.

Last column: natural (NBO) charge in e.
CARTESIAN COORDINATES (ANGSTROEM)
C1 -2.248 0.386 0.162  -0.4164
N1 -0.803 0.452 0.084  -0.6257
C2 -0.123 -0.673 -0.238  0.7614
O1 -0.671 -1.727 -0.601  -0.7156
N2 1.222 -0.787 -0.229  -0.6696
C3 2.218 0.244 0.037  -0.4172
H1 -2.689 1.294 -0.257  0.1943
H2 -2.595 0.249 1.193  0.1873
H3 -2.568 -0.478 -0.424  0.2475
H4 -0.323 1.226 0.511  0.3913
H5 1.081 -1.780 -0.603  0.4573
H6 3.230 -0.166 0.005  0.2234
H7 2.179 1.080 -0.681  0.1913
H8 2.090 0.680 1.043  0.1908

- HOMO energy: -9.19 eV
- Net charge: 0
- Frontier orbital gap: 0.36756 Eh

=====

ORCA calculation (wB97M-V/def2-TZVPD) on 2 unconnected molecules or ions with the total composition C4H9N2 at a distorted geometry.

Last column: natural (NBO) charge in e.
CARTESIAN COORDINATES (ANGSTROEM)
C1 2.593 0.196 0.564  0.5745
C2 -0.780 0.049 0.268  0.4456
C3 -1.813 1.096 -0.089  -0.6722
C4 -1.120 -1.373 0.433  -0.6985
N1 0.489 0.443 0.262  -0.6509
N2 3.031 -0.027 -0.575  -0.8848
H1 -1.356 1.843 -0.757  0.2432
H2 -2.294 1.359 0.911  0.2714
H3 -2.481 0.479 -0.551  0.2348
H4 -1.225 -1.481 1.565  0.2769
H5 -0.186 -1.968 0.292  0.2491
H6 -1.960 -1.694 -0.068  0.2514
H7 0.557 1.431 0.011  0.3699
H8 4.098 0.054 -0.810  0.4987
H9 2.445 -0.407 -1.454  0.4911

- HOMO energy: -14.77 eV
- Net charge: +1
- Frontier orbital gap: 0.35957 Eh

=====

ORCA calculation (wB97M-V/def2-TZVPD) on a molecular structure, C23H26N7ORuS4 at a distorted geometry.

Last column: Mulliken spin population.
CARTESIAN COORDINATES (ANGSTROEM)
Ru1 0.455 -1.542 2.222  0.8183
N1 4.382 -2.911 3.126  0.0002
C1 3.096 -3.267 2.991  -0.0093
N2 2.389 -2.187 2.746  0.0075
C2 3.312 -1.184 2.756  -0.0137
N3 4.535 -1.581 2.981  -0.0009
C3 2.865 0.216 2.609  0.0115
C4 3.721 1.299 2.684  0.0056
N4 3.266 2.551 2.659  -0.0053
C5 1.951 2.699 2.583  -0.0011
C6 1.085 1.618 2.497  -0.0096
N5 1.547 0.370 2.481  -0.0097
H1 5.177 -3.490 3.336  0.0002
H2 2.722 -4.273 3.081  0.0000
H3 4.790 1.139 2.767  0.0002
H4 1.564 3.710 2.586  0.0000
H5 0.014 1.749 2.427  0.0021
S1 0.445 -0.855 4.964  0.1123
S2 -0.944 -1.500 6.201  0.0309
S3 -2.243 -2.714 5.158  0.0331
S4 -1.467 -3.118 3.387  0.0262
C7 0.365 -3.297 0.972  -0.1319
C8 0.446 -2.624 -0.344  0.1186
C9 -0.674 -2.496 -1.179  0.0612
C10 -0.619 -1.787 -2.366  -0.0134
C11 0.559 -1.161 -2.769  0.0333
C12 1.687 -1.291 -1.971  -0.0230
C13 1.633 -2.017 -0.786  -0.0158
H6 1.248 -3.899 1.182  0.0002
H7 -0.534 -3.899 1.079  0.0030
H8 -1.601 -2.972 -0.875  0.0028
H9 -1.502 -1.727 -2.992  0.0000
H10 0.602 -0.606 -3.698  0.0021
H11 2.620 -0.831 -2.276  -0.0014
H12 2.530 -2.125 -0.184  -0.0056
C14 0.361 2.719 -4.154  0.0005
C15 -0.834 3.322 -3.428  -0.0004
N6 -1.504 2.348 -2.567  0.0003
C16 -2.461 1.451 -3.207  0.0011
C17 -3.796 2.109 -3.529  0.0000
C18 -0.996 2.177 -1.320  -0.0021
O1 -0.025 2.805 -0.918  -0.0001
C19 -1.642 1.194 -0.383  0.0046
C20 -2.990 1.130 -0.081  -0.0006
C21 -3.405 0.245 0.900  0.0023
C22 -2.468 -0.537 1.552  -0.0041
N7 -1.160 -0.478 1.271  -0.0253
C23 -0.774 0.372 0.316  -0.0008
H13 0.832 3.465 -4.797  0.0000
H14 0.067 1.875 -4.783  -0.0001
H15 1.100 2.373 -3.430  0.0000
H16 -1.571 3.704 -4.136  0.0000
H17 -0.507 4.147 -2.802  0.0000
H18 -2.604 0.584 -2.571  -0.0001
H19 -2.007 1.078 -4.130  -0.0003
H20 -4.242 2.556 -2.639  0.0000
H21 -4.491 1.369 -3.927  0.0000
H22 -3.687 2.896 -4.276  0.0000
H23 -3.705 1.769 -0.585  -0.0001
H24 -4.447 0.164 1.178  0.0002
H25 -2.745 -1.232 2.332  0.0017
H26 0.281 0.401 0.081  -0.0051

- Spin multiplicity: 2
- Expectation value of S²: 0.781
- HOMO energy (spin up / spin down): -5.59 / -5.44 eV
- Net charge: 0
- Frontier orbital gap (spin up / spin down): 0.16880 / 0.16406 Eh

=====

ORCA calculation (wB97M-V/def2-TZVPD) on CH2N2O2 in the gas phase at a distorted geometry.

Last column: natural (NBO) charge in e.
CARTESIAN COORDINATES (ANGSTROEM)
C1 1.679 -0.193 0.326  0.5835
N1 0.400 -0.054 -0.158  -0.4519
N2 -0.622 0.775 -0.034  0.0155
O1 2.766 -0.157 -0.123  -0.4610
O2 -1.804 0.008 0.028  -0.5831
H1 0.066 -1.019 -0.328  0.4067
H2 -2.484 0.639 0.289  0.4903

- HOMO energy (spin up / spin down): -8.21 / -8.48 eV
- Net charge: 0
- Frontier orbital gap (spin up / spin down): 0.30728 / 0.30712 Eh

=====

ORCA calculation (wB97M-V/def2-TZVPD) on C3H7NO in the gas phase at a distorted geometry.

Last column: natural (NBO) charge in e.
CARTESIAN COORDINATES (ANGSTROEM)
C1 -1.400 -0.684 0.259  -0.4567
N1 -0.886 0.461 -0.496  -0.6216
C2 0.154 0.992 0.214  -0.3384
C3 1.239 0.175 0.071  0.4202
O1 1.251 -0.983 -0.190  -0.5118
H1 -1.507 -0.531 1.331  0.1723
H2 -0.809 -1.628 -0.037  0.2412
H3 -2.412 -0.985 -0.199  0.2015
H4 -1.637 1.165 -0.708  0.3647
H5 -0.192 1.271 1.303  0.2095
H6 0.577 1.844 -0.469  0.2316
H7 2.218 0.598 0.512  0.0874

- HOMO energy: -9.17 eV
- Net charge: 0
- Frontier orbital gap: 0.36939 Eh

=====

Results for energy above the lowest of the compared OMol25 structures with the same formula, charge and spin: 3.291, 1.200, 4.999, 3.003, 6.018, 3.064 (in eV, following the order of the records).